# 1
Density functional theory data (ωB97M-V with the def2-TZVPD basis set) for a structure of composition C6H13NO4 in a non-equilibrium geometry.

Each line ends with the Mulliken charge.
CARTESIAN COORDINATES (ANGSTROEM)
C: -2.50848 -0.01739 0.57377  -1.414
C: -0.91677 0.19828 0.67037  0.454
C: 0.79427 1.26304 -0.81523  -1.114
C: 1.75815 0.63442 0.32767  0.221
C: 1.38562 -0.85057 0.54632  -0.170
C: -0.17920 -1.17978 0.40925  -0.622
H: -2.91847 0.84964 -1.16905  0.401
H: -2.79620 0.83446 0.84280  0.668
H: -2.53887 -0.84615 1.17636  0.601
H: -0.82681 0.61590 1.91017  0.119
H: -0.79229 2.26909 0.06937  0.307
H: 0.83516 2.22562 -0.97379  0.628
H: 0.72658 0.79442 -1.78034  0.273
H: 1.57157 1.31512 1.28534  0.280
H: 3.34417 0.03590 -1.04603  0.408
H: 1.62542 -1.35370 1.58703  0.306
H: 1.52509 -1.82715 -1.07488  0.373
H: -0.13242 -1.84871 1.04712  0.946
H: -1.15647 -1.51903 -1.07471  0.244
N: -0.65769 1.23394 -0.37716  -0.421
O: -2.88312 -0.31259 -0.75514  -0.659
O: 3.03814 0.69105 -0.14775  -0.673
O: 2.07246 -1.63966 -0.33287  -0.602
O: -0.36984 -1.56616 -0.89862  -0.553

Cartesian forces (eV/Å) of the 3 atoms listed first:
5.94 -4.91 -3.43
-2.06 0.44 2.12
-2.31 -4.87 2.43

Results
**Frontier orbital gap**: 9.40 eV
**Relative energy (zero: lowest compared OMol25 entry of this formula, charge and spin)**: 175.2 kcal per mole
**Net charge**: 0

---

# 2
Density functional theory data (ωB97M-V with the def2-TZVPD basis set) for a cluster of 2 separate species, C3H11NO in total in a non-equilibrium geometry.

Each line ends with the Mulliken charge.
CARTESIAN COORDINATES (ANGSTROEM)
C: -0.37292 -0.84722 1.45958  -0.742
N: 0.65592 -0.46654 0.48555  -0.368
C: 0.94108 -1.35409 -0.67468  -0.965
H: -0.01376 -0.25115 2.36184  0.303
H: -0.54557 -1.96764 1.59780  0.256
H: -1.32883 -0.29682 1.14924  0.161
H: 1.57938 -0.30376 0.92363  0.231
H: 0.01122 -1.64958 -1.19195  0.340
H: 1.67934 -0.93384 -1.32714  0.344
H: 1.15309 -2.40484 -0.39546  0.370
C: -0.97182 1.97667 -0.67683  -0.435
O: 0.24474 1.27401 -1.33879  -0.546
H: -1.59021 1.16513 -0.36781  0.159
H: -1.44961 2.61435 -1.53744  0.217
H: -0.68255 2.61745 0.21789  0.212
H: 0.69050 0.82789 -0.68543  0.465

Cartesian forces (eV/Å) of the 3 atoms listed first:
-0.16 1.54 0.05
1.96 -1.15 -0.28
-2.09 -1.80 1.20

Results
**SMILES**: CNC.CO
**Frontier orbital gap**: 9.95 eV
**Relative energy (zero: lowest compared OMol25 entry of this formula, charge and spin)**: 56.2 kcal per mole
**Net charge**: 0

---

# 3
Density functional theory data (ωB97M-V with the def2-TZVPD basis set) for a cluster of 2 separate species, C27H41IN3O2 in total in a non-equilibrium geometry.

Each line ends with the Löwdin spin population.
CARTESIAN COORDINATES (ANGSTROEM)
C: 2.13626 0.18022 -1.43474  0.000
C: 1.80586 1.07023 -2.77143  0.000
C: 3.09388 2.11453 -2.96362  0.000
C: 0.46717 2.01064 -2.66975  0.000
C: -0.89002 1.30656 -3.34829  0.001
C: -0.64550 0.96081 -4.92873  0.001
C: -0.85300 -0.60943 -5.34698  0.001
O: 0.17654 -1.44869 -5.04378  -0.001
I: -2.57572 -1.48035 -6.37645  0.005
C: -1.24580 0.02362 -2.39247  -0.002
C: -2.84584 -0.36847 -2.33293  0.026
C: -3.40049 -0.04937 -0.80684  0.019
C: -2.96687 -2.02869 -2.49781  0.002
N: -3.68534 0.22681 -3.43920  0.308
O: -4.97856 -0.16925 -3.33336  0.590
C: -3.61322 1.73544 -3.49648  0.022
C: -4.79239 2.49333 -2.58794  0.014
C: -3.98562 2.14502 -5.07533  0.006
C: -2.12779 2.37364 -3.21380  0.000
H: 2.97580 -0.61031 -1.74173  0.000
H: 1.23625 -0.46025 -1.03149  0.000
H: 2.62949 0.86919 -0.61879  0.000
H: 1.82522 0.37015 -3.72617  0.000
H: 3.04137 2.86184 -2.05176  0.000
H: 2.86771 2.75749 -3.93256  0.000
H: 4.12791 1.53842 -3.03555  0.000
H: 0.66287 3.08951 -3.14009  0.000
H: 0.21864 2.20650 -1.51875  0.000
H: -1.31781 1.59774 -5.67839  0.000
H: 0.47702 1.24579 -5.21852  0.000
H: -0.56159 -0.93409 -2.59444  0.000
H: -0.95905 0.35474 -1.28138  0.000
H: -3.05813 -0.83256 -0.00314  0.002
H: -2.89050 0.98248 -0.49186  0.000
H: -4.56613 0.16552 -0.76759  0.003
H: -3.78857 -2.36727 -1.70326  0.000
H: -1.96925 -2.56831 -2.17606  0.000
H: -3.37623 -2.35466 -3.54497  0.000
H: -4.63321 3.65523 -2.81251  0.000
H: -5.88119 2.25130 -2.96437  0.002
H: -4.63716 2.36869 -1.43529  0.001
H: -5.16903 2.01997 -5.16760  0.000
H: -3.49798 1.39508 -5.82942  0.000
H: -3.73822 3.27490 -5.28897  0.000
H: -1.94324 3.21149 -4.03821  0.000
H: -2.07541 2.93039 -2.17673  0.000
C: 4.23302 0.38072 9.19034  0.000
N: 3.64501 -0.09980 7.92371  0.000
C: 4.20915 0.27081 6.75216  0.000
C: 3.70201 -0.20059 5.53843  0.000
C: 2.60626 -1.06897 5.52033  0.000
C: 2.03671 -1.40943 6.75365  0.000
C: 2.56902 -0.91387 7.94304  0.000
C: 2.07570 -1.63451 4.26665  0.000
C: 2.01656 -3.02070 4.07834  0.000
C: 1.46887 -3.55666 2.91393  0.000
N: 0.98242 -2.74609 1.94986  0.000
C: 1.04466 -1.40162 2.08417  0.000
C: 1.59044 -0.82614 3.23400  0.000
C: 0.35925 -3.32219 0.74240  0.000
H: 4.24396 1.47332 9.16493  0.000
H: 5.24709 -0.02332 9.25674  0.000
H: 3.63559 0.03172 10.03552  0.000
H: 5.07048 0.93286 6.79758  0.000
H: 4.19178 0.10264 4.61374  0.000
H: 1.16834 -2.06499 6.80397  0.000
H: 2.14305 -1.17246 8.90909  0.000
H: 2.39876 -3.70280 4.83685  0.000
H: 1.41008 -4.63079 2.75386  0.000
H: 0.64330 -0.79952 1.27300  0.000
H: 1.60622 0.25939 3.31824  0.000
H: 0.89096 -2.93545 -0.13007  0.000
H: -0.69028 -3.01455 0.73511  0.000
H: 0.42838 -4.41263 0.76993  0.000

Cartesian forces (eV/Å) of the 3 atoms listed first:
0.88 -0.56 -0.68
1.23 0.73 -0.21
-1.09 -0.04 0.00

Results
**Frontier orbital gap (spin up / spin down)**: 4.31 / 4.83 eV
**Net charge**: +2
**⟨S²⟩**: 0.754
**2S+1**: 2

---

# 4
Density functional theory data (ωB97M-V with the def2-TZVPD basis set) for the molecule C4H4N2OS in a non-equilibrium geometry.

Each line ends with the Mulliken charge.
CARTESIAN COORDINATES (ANGSTROEM)
O: -2.23238 -1.60463 -0.29295  -0.476
C: -1.01336 -0.96860 -0.27678  0.474
N: -0.59670 -0.29997 0.71991  -0.509
C: 0.51121 0.60312 0.47279  0.258
S: 0.99886 1.55264 1.70966  -0.310
C: 1.25284 0.53071 -0.79892  -0.460
C: 0.71524 -0.28858 -1.71672  -0.070
N: -0.42127 -0.97465 -1.53654  -0.130
H: -2.52590 -1.33686 0.57663  0.367
H: 2.32094 0.92033 -0.79924  0.296
H: 1.25510 -0.54688 -2.70139  0.250
H: -0.84261 -1.37938 -2.45278  0.310

Cartesian forces (eV/Å) of the 3 atoms listed first:
1.97 0.50 0.25
-1.20 0.07 -2.58
1.02 0.86 -0.79

Results
**SMILES**: Oc1nc(=S)cc[nH]1
**Frontier orbital gap**: 8.28 eV
**Relative energy (zero: lowest compared OMol25 entry of this formula, charge and spin)**: 18.3 kcal per mole
**Net charge**: 0